[1]
A single C3H6N2O3 molecule in a non-equilibrium geometry, computed with the ωB97M-V functional and the def2-TZVPD basis.

The geometry in XYZ format:
```
14
Properties=species:S:1:pos:R:3:forces:R:3
C 0.374815 -0.471343 -2.035006 -0.10 -0.53 0.05
N 0.010907 -0.169956 -0.668211 0.74 0.52 -0.41
O -0.939749 -1.106404 -0.102367 -0.40 -0.65 0.48
C 0.391665 -1.028165 0.390764 0.12 0.12 -1.47
O 0.670446 -0.418092 1.541747 -0.77 1.96 0.06
C 0.244602 1.049550 1.517418 0.36 -1.22 2.47
N -1.083816 1.238745 1.428984 0.11 -0.28 -0.15
O 1.048513 1.823290 1.934717 0.04 -0.09 -0.80
H -0.454339 -0.187882 -2.680974 0.08 0.08 -0.04
H 1.255222 0.126198 -2.265798 -0.04 0.03 -0.05
H 0.592587 -1.531977 -2.183904 0.03 -0.04 -0.06
H 1.017616 -1.898388 0.194410 -0.22 0.03 0.11
H -1.673450 0.518391 1.044848 0.00 0.07 0.09
H -1.455020 2.056031 1.883371 0.05 -0.01 -0.28
```
Positions in Å, forces in eV/Å.

Summary:
Largest force on an atom, eV Å⁻¹: 2.77
Energy, eV: -12328.5278
SMILES string: CN1O[C@@H]1OC(N)=O
ΔE to the lowest compared entry with this formula, charge and spin, kcal/mol: 85.3
E_HOMO, eV: -9.91
HOMO-LUMO gap, eV: 10.84

Here are the natural (NBO) charges for atoms 1 to 5, given in e: C -0.436; N -0.192; O -0.426; C 0.463; O -0.531

***

[2]
8 unconnected molecules or ions with the total composition C26H34F6N6O4 in a non-equilibrium geometry, computed with the ωB97M-V functional and the def2-TZVPD basis.

The geometry in XYZ format:
```
76
Properties=species:S:1:pos:R:3:forces:R:3
C -1.752169 1.994214 0.133682 1.13 -2.49 -0.84
C -0.327624 2.225065 0.532703 0.55 0.24 -0.63
O -0.434896 2.712293 1.949315 1.30 0.03 -1.03
C 0.774910 2.982545 2.408395 -0.81 0.64 2.80
O 1.810537 2.858510 1.864733 1.42 -0.21 -1.22
C 0.822038 3.578601 3.915300 0.94 0.18 -2.22
F 1.999620 3.282159 4.475244 0.04 0.46 -0.41
F 0.689078 4.935611 3.812978 0.12 -0.86 0.34
F -0.078533 3.098614 4.705219 -1.78 -0.36 0.90
H -2.230927 2.919328 0.291933 -1.27 0.76 0.06
H -2.201639 1.075803 0.632135 0.45 1.47 -0.44
H -1.657293 1.741419 -0.939967 -0.63 0.27 0.34
H 0.172957 2.987324 -0.181879 -0.83 -0.80 1.64
H 0.325247 1.324142 0.466819 -0.59 0.57 0.52
C 3.985263 2.191203 -0.739195 -0.48 1.09 0.64
C 3.759387 1.078374 0.326237 -0.05 0.02 -1.93
O 4.636209 -0.043263 -0.091628 -0.23 0.47 1.28
C 4.215304 -0.722233 -1.127923 0.80 -1.72 -0.03
O 3.334502 -0.468681 -1.883770 -0.53 0.21 -0.40
C 5.101540 -2.058809 -1.259588 -0.92 2.94 -0.47
F 5.306039 -2.591761 -0.089040 0.25 -0.91 1.16
F 4.543010 -2.896507 -2.078136 -0.62 -1.04 -0.55
F 6.272331 -1.695136 -1.781626 0.91 0.04 -0.18
H 3.560201 2.060710 -1.762120 0.14 -0.44 1.04
H 5.080111 2.301112 -0.846393 -0.47 0.05 0.07
H 3.579473 3.168547 -0.346547 0.44 -0.98 -0.31
H 2.755530 0.634450 0.404593 0.17 0.52 -0.28
H 4.045712 1.417886 1.316650 0.42 -0.22 -0.09
C -4.235806 -0.057718 4.917379 0.92 -1.04 0.04
C -4.656264 -0.322833 3.548101 -0.87 -0.37 1.46
C -3.860483 0.398631 2.717402 -0.09 0.58 -0.74
N -2.955481 1.076381 3.496951 -0.69 -0.37 0.16
C -3.149808 0.806290 4.824817 -0.49 -0.66 -0.63
H -4.451431 -0.708397 5.806507 -0.16 1.17 -0.97
H -5.521254 -0.943779 3.279335 0.66 0.35 0.00
H -3.927536 0.511170 1.623894 0.18 -0.02 0.86
H -2.256876 1.701993 3.187433 0.66 0.57 -0.59
H -2.399780 1.188386 5.498869 -0.34 -0.06 0.37
C -4.615694 -1.661533 -0.989366 -1.26 0.56 0.88
C -4.264313 -0.625236 -1.885189 0.82 0.06 0.06
C -3.038527 -0.987818 -2.475076 -1.11 -0.16 -0.25
N -2.791248 -2.295182 -2.063537 0.03 0.84 0.21
C -3.736421 -2.641273 -1.128255 1.76 -2.75 -0.62
H -5.361765 -1.760635 -0.204918 -0.32 0.54 -0.59
H -4.974248 0.168598 -2.047352 0.71 0.67 -0.18
H -2.329189 -0.450934 -3.139400 -0.96 -0.66 0.47
H -2.160260 -2.947699 -2.521112 0.11 0.47 0.24
H -3.762403 -3.652638 -0.709360 0.20 0.56 -0.11
C -0.700502 -3.495665 -4.474918 0.67 -0.04 -0.02
C -0.755978 -2.182605 -4.948986 -0.54 0.50 -0.58
C 0.009794 -1.393793 -4.146790 0.63 0.24 -0.27
N 0.641481 -2.195034 -3.232120 -1.21 -0.17 -1.11
C 0.201571 -3.476373 -3.463319 1.02 -0.82 1.65
H -1.154318 -4.355848 -4.904354 -0.18 -0.45 -0.20
H -1.232947 -1.936962 -5.867370 -0.46 0.60 -0.27
H 0.267562 -0.355176 -4.231669 -0.14 0.21 0.12
H 1.119560 -1.811548 -2.447196 0.61 -0.32 0.54
H 0.655806 -4.316456 -2.953437 -0.24 0.21 0.26
C 2.878247 -1.958231 2.444131 -1.94 -0.15 -1.79
C 2.272578 -2.214558 1.077228 1.30 -0.43 1.35
N 2.021760 -2.539757 0.007300 -0.52 0.18 -0.35
H 3.669609 -1.263484 2.252540 0.56 0.37 0.36
H 3.203087 -2.899190 2.856856 0.25 -0.19 0.08
H 2.060664 -1.530388 3.020654 0.44 0.17 0.34
C -1.487918 -1.740460 3.516799 -0.20 -2.15 1.06
C -0.528279 -0.718968 3.260311 2.64 1.48 -0.83
N 0.359004 0.014688 3.055227 -2.01 -1.23 0.44
H -1.664975 -1.815706 4.592933 0.41 0.00 0.10
H -1.212610 -2.778905 3.165185 0.05 1.36 0.13
H -2.471049 -1.519284 3.187513 -0.79 0.44 -0.90
C 1.692401 3.457548 -4.868977 -0.73 0.90 -2.09
C 0.712631 3.018895 -3.943373 -1.06 -1.50 0.60
N -0.048566 2.427519 -3.315022 0.10 0.56 0.19
H 2.584713 2.938695 -4.768322 1.75 -1.01 0.59
H 1.883603 4.502988 -4.799444 0.16 0.84 0.13
H 1.385940 3.250762 -5.916627 -0.20 0.15 0.66
```
Positions in Å, forces in eV/Å.

Summary:
Largest force on an atom, eV Å⁻¹: 3.32
Energy, eV: -60946.8359
SMILES string: CCOC(=O)C(F)(F)F.CCOC(=O)C(F)(F)F.c1cc[nH]c1.c1cc[nH]c1.c1cc[nH]c1.CC#N.CC#N.CC#N
E_HOMO, eV: -7.89
HOMO-LUMO gap, eV: 8.36

Here are the Löwdin charges for atoms 1 to 5, given in e: C -0.068; C -0.193; O -0.001; C -0.442; O 0.147

***

[3]
3 unconnected molecules or ions with the total composition C17H30FNO11S in a non-equilibrium geometry, computed with the ωB97M-V functional and the def2-TZVPD basis.

The geometry in XYZ format:
```
61
Properties=species:S:1:pos:R:3:forces:R:3
C 0.418316 -0.133536 1.057063 0.90 -0.06 -0.29
C 0.983627 -1.239232 0.127804 -0.45 0.63 -0.80
C -0.044187 -2.273984 -0.383620 0.36 -0.58 0.76
C -1.218279 -2.581537 0.581505 -0.26 -0.53 -0.74
C -2.519533 -2.017151 -0.024990 0.91 0.15 0.55
C -3.762521 -2.378801 0.783076 0.15 -0.07 -1.73
N -3.999889 -3.811932 0.427494 -0.39 -0.22 1.45
C -4.945442 -4.334886 1.019097 -0.33 0.91 -0.54
O -5.934314 -4.712773 1.484048 0.32 -0.69 0.06
O -3.552523 -2.147210 2.162538 -0.35 0.17 0.33
S -4.831079 -1.544258 2.942356 -0.52 0.44 1.43
O -4.542083 -0.347098 3.658748 0.51 -0.04 -1.03
O -5.430703 -2.548427 3.758846 0.02 -0.42 -1.17
O -5.690878 -1.195988 1.630443 0.44 -0.76 0.68
C -5.026639 -1.562486 0.398914 -0.57 1.54 -0.48
C -4.849257 -0.243435 -0.391656 0.64 -0.10 0.17
C -4.380006 0.958218 0.431337 -0.64 0.50 -0.47
C -4.032078 2.159214 -0.468743 -0.22 -0.44 0.23
F -3.293034 0.622646 1.227442 0.15 -0.12 -0.08
H 0.821218 0.828401 0.723644 -0.09 -0.03 0.14
H -0.667416 -0.043395 1.042755 0.06 -0.14 0.16
H 0.806680 -0.295235 2.065033 -0.49 0.11 0.10
H 1.379734 -0.728236 -0.758616 0.07 -0.17 0.07
H 1.851462 -1.732671 0.570934 -0.23 -0.02 0.21
H -0.439436 -2.017872 -1.371537 0.02 0.26 0.15
H 0.494406 -3.215986 -0.539331 -0.03 0.13 -0.10
H -1.054669 -2.229169 1.600092 0.04 0.18 -0.14
H -1.322697 -3.670382 0.645387 -0.08 0.11 0.11
H -2.610950 -2.444697 -1.026378 -0.29 0.00 0.10
H -2.372748 -0.943711 -0.146668 -0.29 -0.05 0.21
H -5.765200 -2.109602 -0.190342 0.37 -0.59 0.31
H -4.161147 -0.369418 -1.233870 -0.11 -0.29 0.09
H -5.819002 0.003278 -0.833075 0.05 0.10 0.13
H -5.195353 1.248671 1.097832 0.25 -0.12 0.25
H -4.786911 2.931412 -0.313899 0.16 0.07 -0.23
H -4.021502 1.848777 -1.515948 0.03 0.22 0.02
H -3.051712 2.561626 -0.212160 -0.08 -0.05 0.07
C 1.851083 4.592932 -2.206461 -0.15 0.18 0.07
O 2.985850 4.145608 -2.949940 0.00 0.03 0.02
C 3.138314 2.821846 -2.974829 0.08 0.04 -0.13
O 2.418860 2.018470 -2.438445 -0.09 0.01 -0.01
O 4.222658 2.541876 -3.691762 0.02 0.02 0.00
C 4.515551 1.145000 -3.798913 0.14 -0.23 -0.05
H 1.844673 5.677535 -2.266274 0.14 -0.02 -0.09
H 0.930447 4.206083 -2.639943 0.02 -0.10 0.07
H 1.931684 4.294411 -1.162470 -0.05 -0.10 -0.03
H 3.700663 0.619143 -4.293533 -0.06 0.01 0.10
H 4.705634 0.714639 -2.816716 -0.09 0.00 0.01
H 5.413879 1.059463 -4.403213 0.00 0.17 0.00
C 4.190646 2.108290 0.181669 -0.08 0.14 -0.21
O 4.491695 1.455364 1.416019 0.00 0.06 0.06
C 5.405226 0.493042 1.307518 -0.08 0.02 0.08
O 5.960358 0.157269 0.293662 0.02 -0.02 -0.04
O 5.597419 -0.035884 2.515689 -0.01 0.01 0.02
C 6.559857 -1.090532 2.547095 0.14 -0.18 0.12
H 3.438997 2.866153 0.386075 -0.01 -0.09 0.24
H 5.078962 2.595682 -0.220708 0.03 -0.11 -0.04
H 3.783054 1.402456 -0.537056 0.08 -0.03 0.00
H 7.537285 -0.728924 2.232455 -0.04 -0.02 -0.11
H 6.242620 -1.919726 1.916985 0.05 0.06 -0.09
H 6.620332 -1.429309 3.577546 -0.12 0.12 0.03
```
Positions in Å, forces in eV/Å.

Summary:
Largest force on an atom, eV Å⁻¹: 1.74
Energy, eV: -55679.8571
SMILES string: CCCCC[C@@]1(N=C=O)OS(=O)(=O)O[C@H]1C[C@H](C)F.COC(=O)OC.COC(=O)OC
E_HOMO, eV: -10.79
HOMO-LUMO gap, eV: 11.23

Here are the natural (NBO) charges for atoms 1 to 5, given in e: C -0.625; C -0.404; C -0.395; C -0.411; C -0.417

***

[4]
2 unconnected molecules or ions with the total composition CH7OS in a non-equilibrium geometry, computed with the ωB97M-V functional and the def2-TZVPD basis.

The geometry in XYZ format:
```
10
Properties=species:S:1:pos:R:3:forces:R:3
O -1.844047 -0.678615 1.187560 0.02 0.27 -0.72
H 0.575454 -0.852470 -1.922443 -0.61 -0.55 -0.21
H -2.766833 -0.394748 1.034475 0.20 0.35 -0.79
H -2.007094 -1.218914 1.987363 1.14 -0.51 -0.11
C 1.485184 0.776758 -0.497812 -0.14 1.55 2.00
S -0.006596 -0.078638 -0.970825 2.90 1.21 -1.07
H 2.402024 0.158314 -0.504710 -0.36 -0.28 -0.80
H 1.349000 1.153018 0.547262 -0.37 -0.40 -0.35
H 1.719045 1.814305 -0.945605 -0.52 -1.15 -0.43
H -0.906138 -0.679009 0.084735 -2.24 -0.50 2.49
```
Positions in Å, forces in eV/Å.

Summary:
Spin multiplicity: 2
Largest force on an atom, eV Å⁻¹: 3.39
Charge: +2
Energy, eV: -14008.6217
ΔE to the lowest compared entry with this formula, charge and spin, kcal/mol: 0.0
E_HOMO (alpha / beta), eV: -23.01 / -22.96
HOMO-LUMO gap (alpha / beta), eV: 12.75 / 6.73

Here are the natural (NBO) charges for atoms 1 to 5, given in e: O -0.891; H 0.272; H 0.552; H 0.570; C -0.850